This record from the Open Molecules 2025 dataset describes a molecular structure, C24H25BMnN8O2S3 in a non-equilibrium geometry. The level of theory is ωB97M-V with the def2-TZVPD basis set.

Its HOMO-LUMO gap (alpha / beta) is 0.1654 / 0.1642 Eh. Its total charge is -2. For the total energy, the calculation gives -105815.4566 eV. Its multiplicity is 2. As for the expectation value of S²: 1.1307.

Last column: Mulliken charge in e.
Atoms and positions in Å:
Mn  -0.699  -0.302  0.091  0.32
C  1.276  4.159  -0.102  -1.33
C  1.003  2.909  -0.686  -0.40
N  0.094  2.250  0.015  0.35
N  -0.228  3.036  1.048  -0.13
C  0.463  4.188  1.013  -0.19
B  -1.271  2.537  2.067  0.19
N  -0.713  1.301  2.799  -0.41
C  -0.658  1.098  4.123  -0.13
C  -0.067  -0.125  4.353  -1.40
C  0.202  -0.621  3.071  -0.37
N  -0.185  0.244  2.143  1.02
N  -2.557  2.171  1.315  -0.06
C  -3.774  2.727  1.424  -0.28
C  -4.602  2.124  0.501  -1.18
C  -3.777  1.183  -0.134  -0.20
N  -2.550  1.222  0.363  0.41
H  1.976  4.909  -0.429  0.38
H  1.425  2.462  -1.571  0.58
H  0.322  4.936  1.775  0.43
H  -1.502  3.417  2.866  -0.22
H  -1.040  1.844  4.800  0.41
H  0.122  -0.600  5.299  0.39
H  0.613  -1.567  2.755  0.42
H  -3.956  3.502  2.148  0.42
H  -5.646  2.318  0.326  0.36
H  -4.014  0.469  -0.903  0.35
C  -3.310  -4.310  0.781  -1.70
C  -2.151  -3.330  0.754  0.35
S  -2.574  -1.651  1.093  -0.34
C  -0.890  -3.715  0.498  0.58
C  -0.519  -5.152  0.224  -1.49
S  0.460  -2.586  0.428  -0.42
H  -4.241  -3.764  0.919  0.32
H  -3.225  -5.035  1.598  0.35
H  -3.390  -4.876  -0.151  0.33
H  -1.354  -5.840  0.363  0.41
H  0.294  -5.459  0.888  0.25
H  -0.143  -5.268  -0.798  0.23
O  2.555  -0.289  -2.639  -0.84
C  2.271  -0.212  -1.422  -0.02
O  1.118  -0.070  -0.949  0.18
C  3.415  -0.230  -0.418  0.11
C  4.727  -0.417  -0.835  -0.38
C  5.762  -0.428  0.090  -0.53
C  5.486  -0.248  1.440  -0.35
C  4.175  -0.059  1.858  -0.79
C  3.142  -0.051  0.933  0.20
H  4.911  -0.554  -1.893  0.40
H  6.784  -0.582  -0.239  0.36
H  6.292  -0.259  2.165  0.35
H  3.952  0.077  2.910  0.43
H  2.117  0.090  1.240  0.26
S  -2.028  -0.989  -2.052  -0.32
C  -1.384  -0.277  -3.400  0.39
N  -0.021  -0.079  -3.472  0.25
C  0.629  0.354  -4.563  0.11
C  -0.076  0.682  -5.687  -0.77
C  -1.477  0.571  -5.558  -0.01
N  -2.117  0.136  -4.498  -0.61
H  0.558  -0.288  -2.649  -0.15
H  1.704  0.409  -4.453  0.40
H  0.405  1.021  -6.590  0.36
H  -2.112  0.885  -6.387  0.37

Cartesian forces (eV/Å) of the 2 atoms listed first:
-0.83 -1.10 1.07
0.04 -0.04 0.03


This record from the Open Molecules 2025 dataset describes a molecular structure, C24H25BaO7P2Se2Te in a non-equilibrium geometry. The level of theory is ωB97M-V with the def2-TZVPD basis set.

Its HOMO-LUMO gap is 0.2641 Eh. Its total charge is -1. For the total energy, the calculation gives -196891.4699 eV.

Last column: Mulliken charge in e.
Atoms and positions in Å:
Ba  0.266  -0.319  0.907  1.65
Se  0.720  -0.699  -2.411  -0.52
P  -1.276  -0.029  -2.864  1.01
Se  -2.646  0.730  -1.399  -0.46
C  -1.180  1.305  -4.112  0.16
C  -0.156  2.237  -4.022  -0.34
C  -0.153  3.343  -4.852  -0.59
C  -1.180  3.528  -5.763  -0.37
C  -2.207  2.600  -5.848  -0.60
C  -2.215  1.492  -5.021  -0.38
C  -2.049  -1.423  -3.772  0.07
C  -3.166  -2.081  -3.282  -0.41
C  -3.685  -3.164  -3.970  -0.60
C  -3.083  -3.595  -5.141  -0.37
C  -1.946  -2.958  -5.611  -0.65
C  -1.427  -1.877  -4.928  -0.28
H  0.634  2.074  -3.297  0.24
H  0.640  4.073  -4.772  0.38
H  -1.181  4.397  -6.408  0.36
H  -3.017  2.755  -6.547  0.36
H  -3.021  0.773  -5.064  0.37
H  -3.625  -1.731  -2.368  0.34
H  -4.561  -3.673  -3.595  0.39
H  -3.495  -4.432  -5.689  0.36
H  -1.466  -3.310  -6.512  0.38
H  -0.527  -1.383  -5.275  0.34
C  -3.843  0.195  2.616  -1.09
C  -3.282  -1.072  3.241  0.02
O  -1.887  -0.978  3.395  -0.19
P  -0.869  -2.130  2.854  0.10
O  0.470  -1.511  2.881  -0.79
Te  -1.563  -3.019  0.797  -0.14
O  -0.877  -3.219  4.068  -0.39
C  -1.865  -4.213  4.154  -0.09
C  -1.223  -5.590  4.090  -1.23
H  -4.929  0.135  2.597  0.38
H  -3.476  0.321  1.597  0.11
H  -3.535  1.058  3.200  0.31
H  -3.530  -1.936  2.603  0.26
H  -3.725  -1.234  4.233  0.24
H  -2.579  -4.113  3.323  0.27
H  -2.408  -4.080  5.098  0.29
H  -0.712  -5.703  3.137  0.27
H  -1.983  -6.361  4.187  0.37
H  -0.495  -5.693  4.891  0.31
O  1.691  1.341  0.282  -0.84
C  1.186  2.119  1.112  0.73
O  0.168  1.879  1.775  -0.90
C  1.898  3.440  1.328  0.13
C  1.990  3.982  2.600  -0.53
C  2.678  5.170  2.836  -0.85
C  3.238  5.790  1.745  0.83
O  3.952  6.969  1.689  -0.49
C  4.271  7.158  0.330  -0.21
O  3.788  6.078  -0.428  -0.48
C  3.140  5.250  0.463  1.03
C  2.488  4.067  0.228  -1.12
H  1.518  3.455  3.415  0.44
H  2.774  5.596  3.821  0.42
H  5.366  7.228  0.215  0.23
H  3.809  8.096  -0.028  0.24
H  2.422  3.625  -0.751  0.57

Cartesian forces (eV/Å) of the 2 atoms listed first:
-1.40 -1.36 -3.18
-0.01 0.04 0.00


This record from the Open Molecules 2025 dataset describes C24H25BrN4O3 in the gas phase in a non-equilibrium geometry. The level of theory is ωB97M-V with the def2-TZVPD basis set.

Its HOMO-LUMO gap is 0.2876 Eh. Its total charge is 0. For the total energy, the calculation gives -107437.0794 eV. The SMILES is CN(C)[C@H](CN[C@@H](C(=O)Nc1ccc([N+](=O)[O-])cc1Br)c1ccccc1)c1ccccc1.

Last column: Mulliken charge in e.
Atoms and positions in Å:
C  -1.983  -1.510  2.209  -1.09
N  -1.971  -0.420  1.253  0.44
C  -2.500  0.790  1.852  -1.25
C  -2.579  -0.796  -0.034  0.38
C  -2.107  0.130  -1.178  -1.54
N  -0.745  -0.087  -1.610  -0.24
C  0.262  0.254  -0.619  1.08
C  1.473  -0.651  -0.801  0.17
O  1.405  -1.738  -1.326  -0.72
N  2.616  -0.116  -0.258  0.19
C  3.887  -0.639  -0.221  0.78
C  4.198  -1.913  -0.712  -0.26
C  5.484  -2.401  -0.652  -0.66
C  6.495  -1.623  -0.095  -0.27
N  7.838  -2.127  -0.027  1.01
O  8.043  -3.240  -0.463  -0.62
O  8.684  -1.409  0.463  -0.63
C  6.219  -0.353  0.400  -0.28
C  4.931  0.124  0.334  -0.27
Br  4.573  1.871  1.021  -0.23
C  0.623  1.718  -0.706  -0.45
C  0.828  2.470  0.446  0.29
C  1.194  3.802  0.356  -0.81
C  1.351  4.394  -0.885  -0.45
C  1.136  3.653  -2.036  -0.83
C  0.776  2.321  -1.948  -0.41
C  -4.087  -0.910  0.032  0.02
C  -4.916  0.197  -0.109  -0.26
C  -6.289  0.071  0.011  -0.80
C  -6.857  -1.163  0.275  -0.44
C  -6.043  -2.274  0.411  -0.73
C  -4.671  -2.147  0.290  -0.26
H  -1.508  -2.385  1.767  0.34
H  -1.408  -1.211  3.085  0.30
H  -2.996  -1.782  2.536  0.36
H  -3.540  0.684  2.188  0.37
H  -2.439  1.614  1.145  0.35
H  -1.884  1.040  2.717  0.36
H  -2.178  -1.793  -0.262  0.69
H  -2.192  1.181  -0.897  0.20
H  -2.753  -0.044  -2.043  0.40
H  -0.605  -1.048  -1.909  0.36
H  -0.111  0.035  0.401  -0.12
H  2.517  0.825  0.116  -0.20
H  3.406  -2.503  -1.142  0.58
H  5.723  -3.382  -1.030  0.47
H  7.017  0.236  0.828  0.54
H  0.695  2.013  1.417  0.46
H  1.357  4.376  1.256  0.45
H  1.637  5.433  -0.955  0.42
H  1.252  4.115  -3.005  0.42
H  0.597  1.732  -2.835  0.46
H  -4.491  1.167  -0.320  0.34
H  -6.917  0.942  -0.102  0.39
H  -7.928  -1.259  0.371  0.39
H  -6.477  -3.243  0.611  0.40
H  -4.044  -3.022  0.389  0.41

Cartesian forces (eV/Å) of the 2 atoms listed first:
0.02 0.05 0.01
-0.07 -0.13 0.08


| no. | M (g/mol) |
| --- | --- |
| 1 | 619.47 |
| 2 | 910.25 |
| 3 | 497.39 |